A cluster of 2 separate species, C3H10NO in total, computed with ωB97M-V with the def2-TZVPD basis set.

Structure (XYZ):
```
15
Properties=species:S:1:pos:R:3:lowdin_charge:R:1
C 2.384 0.392 0.813 -0.397
O 1.666 0.551 -0.374 -0.470
H 1.721 0.484 1.742 0.042
H 3.013 1.309 0.843 0.036
H 2.791 -0.588 0.815 0.017
C -0.633 -1.158 -0.918 -0.211
N -0.750 -0.270 0.250 -0.201
C -1.927 0.585 0.033 -0.186
H -0.621 -0.538 -1.892 0.079
H -1.426 -1.883 -0.967 0.033
H 0.480 -1.539 -0.788 0.096
H 0.135 0.329 0.218 0.029
H -2.425 0.560 0.980 0.039
H -1.767 1.635 -0.177 0.064
H -2.642 0.131 -0.577 0.030
```

Summary:
ΔE to the lowest compared entry with this formula, charge and spin, kcal per mole: 44.3
Frontier orbital gap, eV: 6.75
Net charge: -1
M, g mol⁻¹: 76.12
E_LUMO, eV: 4.4

***

A cluster of 2 separate species, C3H10NO in total, computed with ωB97M-V with the def2-TZVPD basis set.

Structure (XYZ):
```
15
Properties=species:S:1:pos:R:3:lowdin_charge:R:1
C -0.156 0.845 -1.642 -0.025
C -0.609 1.102 -0.176 -0.157
C -1.548 -0.662 1.058 0.198
N -0.560 -0.211 0.395 0.046
H 0.524 -0.031 -1.604 0.094
H -0.869 0.829 -2.333 0.039
H 0.559 1.602 -1.878 0.081
H 0.312 1.787 0.234 0.189
H -1.497 1.727 -0.045 0.135
H -1.863 -1.651 1.470 0.141
H -2.437 -0.044 1.409 0.149
H 0.045 -0.759 0.029 0.034
H 2.647 -0.859 -0.236 -0.069
H 2.745 -0.938 1.165 0.029
O 2.204 -0.987 0.448 0.116
```

Summary:
ΔE to the lowest compared entry with this formula, charge and spin, kcal per mole: 72.9
Frontier orbital gap, eV: 11.08
Net charge: +1
M, g mol⁻¹: 76.12
E_LUMO, eV: -5.0

***

A cluster of 2 separate species, C3H10NO in total, computed with ωB97M-V with the def2-TZVPD basis set.

Structure (XYZ):
```
15
Properties=species:S:1:pos:R:3:lowdin_charge:R:1
C 0.307 2.012 -1.413 -0.086
O 0.796 1.272 -0.232 -0.168
H -0.655 1.527 -1.864 0.114
H 0.216 3.149 -1.233 0.112
H 1.164 1.894 -2.156 0.101
H 1.633 1.669 -0.037 0.094
C 0.555 -1.896 0.855 0.000
C -1.642 -0.826 0.789 0.178
N -0.403 -0.878 0.396 -0.014
H 0.569 -2.168 1.871 0.084
H 1.568 -1.525 0.643 0.110
H 0.325 -2.849 0.358 0.117
H -1.828 -1.307 1.749 0.123
H -2.392 -0.147 0.278 0.148
H -0.215 0.074 -0.003 0.089
```

Summary:
ΔE to the lowest compared entry with this formula, charge and spin, kcal per mole: 54.7
Frontier orbital gap, eV: 10.02
Net charge: +1
M, g mol⁻¹: 76.12
E_LUMO, eV: -5.1

***

A cluster of 2 separate species, C3H10NO in total, computed with ωB97M-V with the def2-TZVPD basis set.

Structure (XYZ):
```
15
Properties=species:S:1:pos:R:3:lowdin_charge:R:1
C -1.225 -0.882 1.031 -0.030
C 0.188 -0.860 0.588 -0.329
C 1.284 -1.210 1.223 0.110
N 0.367 -0.091 -0.706 0.212
H -1.371 -1.686 1.742 0.098
H -1.458 0.027 1.570 0.099
H -1.962 -0.973 0.230 0.096
H 2.311 -1.047 0.912 0.089
H 1.182 -1.755 2.157 0.096
H -0.243 0.745 -0.702 0.123
H 0.210 -0.686 -1.510 0.174
H 1.263 0.390 -0.748 0.157
H -0.411 2.226 -2.532 0.078
H -0.093 3.383 -1.607 0.077
O -0.043 2.418 -1.649 -0.050
```

Summary:
ΔE to the lowest compared entry with this formula, charge and spin, kcal per mole: 12.4
Frontier orbital gap, eV: 11.39
Net charge: +1
M, g mol⁻¹: 76.12
E_LUMO, eV: -3.4

***

A cluster of 2 separate species, C3H10NO in total, computed with ωB97M-V with the def2-TZVPD basis set.

Structure (XYZ):
```
15
Properties=species:S:1:pos:R:3:lowdin_charge:R:1
O -2.550 -2.105 -0.790 -0.009
C -1.375 -1.593 -0.227 -0.263
C -1.467 -0.110 -0.302 -0.175
N -0.309 0.530 0.082 0.426
C 2.902 1.626 0.597 -0.039
H -2.625 -3.032 -0.551 0.118
H -0.477 -1.898 -0.797 0.144
H -1.141 -1.960 0.779 0.147
H -1.546 0.126 -1.417 0.271
H -2.399 0.288 0.127 0.196
H -0.549 1.541 0.116 0.145
H 3.467 1.866 -0.296 0.023
H 2.841 2.540 1.190 0.026
H 1.914 1.314 0.235 -0.038
H 3.314 0.867 1.256 0.027
```

Summary:
ΔE to the lowest compared entry with this formula, charge and spin, kcal per mole: 137.3
Frontier orbital gap, eV: 5.66
Net charge: +1
M, g mol⁻¹: 76.12
E_LUMO, eV: -9.9

***

The ion C3H10NO with charge +1, computed with ωB97M-V with the def2-TZVPD basis set.

Structure (XYZ):
```
15
Properties=species:S:1:pos:R:3:lowdin_charge:R:1
C 0.261 -0.739 -2.334 0.010
N 0.687 -0.586 -0.916 -0.002
C -0.403 -0.052 -0.002 -0.098
C 0.196 0.428 1.304 -0.260
O -0.875 0.994 2.005 -0.021
H 0.004 0.239 -2.729 0.110
H 1.084 -1.155 -2.909 0.110
H -0.615 -1.381 -2.366 0.113
H 1.475 0.071 -0.860 0.181
H 1.050 -1.482 -0.572 0.188
H -1.124 -0.854 0.123 0.148
H -0.868 0.763 -0.548 0.142
H 0.661 -0.414 1.831 0.134
H 0.976 1.174 1.101 0.132
H -0.567 1.356 2.843 0.114
```

Summary:
ΔE to the lowest compared entry with this formula, charge and spin, kcal per mole: 12.5
Frontier orbital gap, eV: 11.24
Structure (SMILES): C[NH2+]CCO
Net charge: +1
M, g mol⁻¹: 76.12
E_LUMO, eV: -3.6

***

A cluster of 2 separate species, C3H10NO in total, computed with ωB97M-V with the def2-TZVPD basis set.

Structure (XYZ):
```
15
Properties=species:S:1:pos:R:3:lowdin_charge:R:1
C -0.556 0.698 1.847 -0.039
C -0.754 0.633 0.362 -0.298
C -1.550 1.361 -0.400 0.102
N 0.404 -0.127 -0.356 0.208
H -1.330 0.247 2.485 0.103
H 0.318 0.219 2.307 0.091
H -0.566 1.764 2.062 0.096
H -1.642 1.322 -1.471 0.083
H -2.261 2.071 0.004 0.095
H 0.115 -0.769 -1.115 0.152
H 0.717 -0.788 0.385 0.152
H 1.151 0.570 -0.379 0.177
H 1.733 -3.157 -1.835 0.087
H 2.522 -1.870 -2.144 0.055
O 1.696 -2.172 -1.753 -0.064
```

Summary:
ΔE to the lowest compared entry with this formula, charge and spin, kcal per mole: 26.1
Frontier orbital gap, eV: 11.25
Net charge: +1
M, g mol⁻¹: 76.12
E_LUMO, eV: -3.5

***

A cluster of 2 separate species, C3H10NO in total, computed with ωB97M-V with the def2-TZVPD basis set.

Structure (XYZ):
```
15
Properties=species:S:1:pos:R:3:lowdin_charge:R:1
C -2.304 0.225 1.582 -0.076
C -1.006 0.619 0.954 -0.106
C -0.100 -0.308 0.705 -0.087
N 1.123 -0.076 -0.138 0.185
H -2.427 0.804 2.498 0.088
H -3.111 0.607 0.939 0.099
H -2.507 -0.780 1.922 0.086
H -0.837 1.680 0.815 0.128
H -0.172 -1.376 0.943 0.139
H 1.694 -0.857 0.211 0.166
H 0.857 -0.166 -1.118 0.131
H 1.784 0.692 0.003 0.176
H 2.910 -0.864 -3.287 0.069
H 1.739 0.114 -3.314 0.050
O 2.355 -0.314 -2.716 -0.050
```

Summary:
ΔE to the lowest compared entry with this formula, charge and spin, kcal per mole: 23.5
Frontier orbital gap, eV: 11.22
Net charge: +1
M, g mol⁻¹: 76.12
E_LUMO, eV: -3.4

***

A cluster of 2 separate species, C3H10NO in total, computed with ωB97M-V with the def2-TZVPD basis set.

Structure (XYZ):
```
15
Properties=species:S:1:pos:R:3:lowdin_charge:R:1
C 2.020 1.668 0.526 0.004
N 0.550 1.297 0.668 0.130
H 2.616 0.826 0.839 0.099
H 2.199 2.125 -0.433 0.101
H 2.175 2.447 1.279 0.101
H 0.377 0.450 0.050 0.086
H 0.053 2.101 0.279 0.161
H 0.220 1.218 1.626 0.164
C -2.039 -1.071 -1.000 0.064
C -1.194 -1.304 -0.012 -0.187
O 0.203 -1.065 -0.356 -0.108
H -1.717 -0.659 -1.940 0.078
H -3.106 -1.227 -0.883 0.079
H -1.376 -1.849 0.902 0.115
H 0.501 -1.921 -0.650 0.112
```

Summary:
ΔE to the lowest compared entry with this formula, charge and spin, kcal per mole: 29.5
Frontier orbital gap, eV: 11.00
Net charge: +1
M, g mol⁻¹: 76.12
E_LUMO, eV: -3.3

***

A cluster of 2 separate species, C3H10NO in total, computed with ωB97M-V with the def2-TZVPD basis set.

Structure (XYZ):
```
15
Properties=species:S:1:pos:R:3:lowdin_charge:R:1
C 0.373 -2.208 -0.292 0.159
N 1.308 -1.425 -0.661 0.194
H 0.407 -3.275 -0.508 0.132
H -0.422 -1.891 0.382 0.107
H 1.485 -0.496 -0.231 0.122
H 1.697 -1.425 -1.610 0.177
C -0.296 1.805 0.403 -0.271
O 0.949 1.166 0.696 -0.099
C -1.177 0.662 -0.051 -0.118
H -0.846 2.312 1.221 0.132
H -0.214 2.578 -0.377 0.125
H 1.099 1.200 1.651 0.112
H -1.445 -0.045 0.746 0.072
H -2.177 0.945 -0.482 0.105
H -0.740 0.098 -0.886 0.052
```

Summary:
ΔE to the lowest compared entry with this formula, charge and spin, kcal per mole: 45.7
Frontier orbital gap, eV: 8.86
Net charge: +1
M, g mol⁻¹: 76.12
E_LUMO, eV: -5.9

***

A cluster of 2 separate species, C3H10NO2 in total, computed with ωB97M-V with the def2-TZVPD basis set.

Structure (XYZ):
```
16
Properties=species:S:1:pos:R:3:lowdin_charge:R:1
C -0.738 0.356 -0.689 -0.433
O -1.504 -0.495 0.026 -0.302
C 0.739 -0.119 -0.865 -0.444
C 1.654 0.295 0.259 -0.106
N 0.781 -1.602 -0.963 -0.003
H -0.624 1.362 -0.211 0.088
H -1.147 0.580 -1.695 0.083
H 1.157 0.168 -1.834 0.103
H 1.500 -0.274 1.178 0.073
H 2.708 0.265 -0.032 0.060
H 1.503 1.347 0.534 0.062
H 1.139 -1.968 -0.095 0.031
H -0.175 -1.936 -1.002 0.042
H -2.273 0.252 1.052 -0.032
H -2.008 1.040 2.456 -0.024
O -2.712 0.726 1.881 -0.197
```

Summary:
ΔE to the lowest compared entry with this formula, charge and spin, kcal per mole: 5.9
Frontier orbital gap, eV: 7.59
Net charge: -1
M, g mol⁻¹: 92.12
E_LUMO, eV: 4.2

***

A cluster of 2 separate species, C3H10NO2 in total, computed with ωB97M-V with the def2-TZVPD basis set.

Structure (XYZ):
```
16
Properties=species:S:1:pos:R:3:lowdin_charge:R:1
C 1.615 -0.400 -0.570 -0.307
C 0.518 0.666 -0.532 -0.214
C -0.878 -0.033 -0.588 -0.507
O -1.162 -0.693 0.541 -0.312
N 2.842 -0.024 -1.291 -0.035
H 1.860 -0.748 0.436 0.101
H 1.192 -1.320 -0.999 0.094
H 0.560 1.402 -1.343 0.085
H 0.597 1.245 0.388 0.094
H -1.556 0.811 -0.908 0.085
H -0.859 -0.700 -1.497 0.081
H 3.718 -0.288 -0.878 0.032
H 2.778 -0.303 -2.257 0.043
H -2.924 -0.209 2.778 -0.014
H -2.067 -0.097 1.614 -0.018
O -2.704 0.523 2.176 -0.207
```

Summary:
ΔE to the lowest compared entry with this formula, charge and spin, kcal per mole: 17.1
Frontier orbital gap, eV: 7.08
Net charge: -1
M, g mol⁻¹: 92.12
E_LUMO, eV: 4.0

***

A cluster of 2 separate species, C3H10NO2 in total, computed with ωB97M-V with the def2-TZVPD basis set.

Structure (XYZ):
```
16
Properties=species:S:1:pos:R:3:lowdin_charge:R:1
C 1.189 0.221 0.754 -0.152
N 0.345 -0.194 -0.378 -0.168
C -1.103 -0.094 -0.196 -0.259
C -1.773 -1.336 0.517 -0.566
O -1.167 -2.512 0.382 -0.342
H 2.215 -0.087 0.565 0.073
H 0.773 -0.178 1.692 0.076
H 1.120 1.304 0.875 0.055
H 0.528 -1.181 -0.553 0.086
H -1.563 0.068 -1.173 0.077
H -1.365 0.844 0.333 0.093
H -2.759 -1.248 -0.057 0.068
H -2.014 -0.962 1.549 0.062
H 1.508 1.102 -1.515 -0.009
H 1.982 2.408 -1.011 0.009
O 2.083 1.844 -1.785 -0.102
```

Summary:
ΔE to the lowest compared entry with this formula, charge and spin, kcal per mole: 26.5
Frontier orbital gap, eV: 6.55
Net charge: -1
M, g mol⁻¹: 92.12
E_LUMO, eV: 3.9

***

A cluster of 2 separate species, C3H10NO2 in total, computed with ωB97M-V with the def2-TZVPD basis set.

Structure (XYZ):
```
16
Properties=species:S:1:pos:R:3:lowdin_charge:R:1
C 0.425 0.722 0.596 -0.486
O -0.859 1.083 0.640 -0.322
C 0.650 -0.725 0.031 -0.467
C 0.288 -1.754 1.104 -0.109
N -0.234 -0.911 -1.119 0.017
H 0.939 0.748 1.580 0.081
H 1.070 1.365 -0.077 0.084
H 1.720 -0.767 -0.233 0.113
H -0.650 -1.410 1.534 0.068
H 0.317 -2.749 0.668 0.050
H 1.055 -1.739 1.888 0.054
H -0.856 -0.105 -1.155 0.045
H 0.293 -0.969 -1.981 0.041
H -1.640 2.110 -0.480 -0.011
H -0.808 2.482 -1.653 -0.004
O -1.710 2.616 -1.342 -0.151
```

Summary:
ΔE to the lowest compared entry with this formula, charge and spin, kcal per mole: 5.3
Frontier orbital gap, eV: 7.56
Net charge: -1
M, g mol⁻¹: 92.12
E_LUMO, eV: 4.4

***

A cluster of 2 separate species, C3H10NO2 in total, computed with ωB97M-V with the def2-TZVPD basis set.

Structure (XYZ):
```
16
Properties=species:S:1:pos:R:3:lowdin_charge:R:1
C -1.531 0.138 0.184 -0.363
N -0.469 1.088 0.260 -0.068
C 0.512 0.681 1.298 -0.474
O 1.089 -0.513 1.014 -0.307
C -1.969 -0.372 -1.197 -0.125
H -2.538 0.327 0.699 0.102
H -1.213 -0.778 0.705 0.095
H -0.050 1.179 -0.656 0.085
H 1.335 1.413 1.437 0.079
H 0.032 0.813 2.302 0.086
H -2.248 0.425 -1.912 0.060
H -1.217 -1.010 -1.660 0.065
H -2.893 -0.942 -1.063 0.052
H 3.000 -0.565 -1.073 -0.023
H 1.560 -0.759 -0.292 -0.037
O 2.084 -0.831 -1.226 -0.226
```

Summary:
ΔE to the lowest compared entry with this formula, charge and spin, kcal per mole: 15.9
Frontier orbital gap, eV: 7.57
Net charge: -1
M, g mol⁻¹: 92.12
E_LUMO, eV: 4.3